[1]
A single C20H19ClN4O2 molecule, computed with ωB97M-V with the def2-TZVPD basis set.

CARTESIAN COORDINATES (ANGSTROEM)
C1 3.2625 2.7288 -0.5902
C2 2.6651 1.5374 -1.3533
C3 2.6580 1.8310 -2.8598
O1 3.5369 0.4518 -1.0643
C4 3.1943 -0.8344 -1.3273
C5 2.0355 -1.2720 -1.9603
C6 1.8232 -2.6233 -2.1748
C7 2.7688 -3.5458 -1.7685
Cl1 2.4995 -5.2327 -2.0468
C8 3.9313 -3.1280 -1.1383
C9 4.1370 -1.7832 -0.9212
C10 1.2845 1.2729 -0.7080
O2 1.1842 0.5939 0.2900
N1 0.2520 1.9061 -1.3270
N2 -1.0788 1.9148 -1.0375
C11 -1.5675 1.3182 -0.0207
C12 -2.9827 1.3779 0.2113
C13 -3.9383 2.1952 -0.4369
N3 -5.1330 2.0324 0.0810
N4 -4.9884 1.1355 1.0566
C14 -3.7168 0.6926 1.1851
C15 -3.3279 -0.2990 2.1732
C16 -2.3671 -1.2655 1.8761
C17 -1.9994 -2.1989 2.8268
C18 -2.5872 -2.1878 4.0808
C19 -3.5504 -1.2384 4.3815
C20 -3.9208 -0.3008 3.4367
H1 2.6433 3.6133 -0.7151
H2 4.2640 2.9309 -0.9607
H3 3.3254 2.4819 0.4664
H4 2.3189 2.8445 -3.0608
H5 2.0472 1.1265 -3.4186
H6 3.6816 1.7451 -3.2203
H7 1.2715 -0.5803 -2.2782
H8 0.9183 -2.9540 -2.6604
H9 4.6648 -3.8515 -0.8192
H10 5.0301 -1.4345 -0.4280
H11 0.4380 2.4489 -2.1587
H12 -0.9759 0.7664 0.7044
H13 -3.7694 2.8801 -1.2415
H14 -5.7929 0.8296 1.5813
H15 -1.9243 -1.2961 0.8927
H16 -1.2514 -2.9391 2.5856
H17 -2.2972 -2.9172 4.8220
H18 -4.0117 -1.2258 5.3581
H19 -4.6546 0.4525 3.6867

## Properties
Charge: 0
Relative energy (zero: lowest compared OMol25 entry of this formula, charge and spin) (kJ/mol): 189.2
Max |F| (Eh/bohr): 0.0183
Frontier orbital gap (Ha): 0.3235
SMILES: CC(C)(Oc1ccc(Cl)cc1)C(=O)N/N=C/c1cn[nH]c1-c1ccccc1
LUMO energy (eV): 0.49

---

[2]
2 unconnected molecules or ions with the total composition C20H19F5N3O2, computed with ωB97M-V with the def2-TZVPD basis set.

CARTESIAN COORDINATES (ANGSTROEM)
N1 2.7144 -0.5984 3.3456
C1 1.2193 -0.5365 3.5767
C2 0.8112 0.9905 4.0618
N2 -0.5850 0.8482 4.7045
C3 -1.5723 0.3204 3.6847
C4 -2.6167 -0.8259 4.3110
F1 -2.8339 -0.6326 5.7937
F2 -2.1491 -2.2121 4.0688
C5 -4.1471 -0.6948 3.6507
F3 -4.2131 -1.1303 2.2361
F4 -4.7494 0.6465 3.8478
F5 -5.0033 -1.6727 4.4211
C6 -0.9091 -0.1768 2.2699
N3 0.3710 -0.9706 2.4026
H1 3.0377 -1.5377 3.0229
H2 3.2517 -0.3936 4.2210
H3 0.9430 -1.2612 4.4806
H4 0.8441 1.7912 3.2092
H5 1.6347 1.3008 4.8604
H6 -0.8684 1.7732 5.1404
H7 -0.4264 0.1924 5.5260
H8 -2.2818 1.2408 3.4102
H9 -1.7048 -0.9160 1.7743
H10 -0.8373 0.7368 1.5131
H11 0.9490 -0.7093 1.5495
C7 3.8065 1.7404 -5.4264
C8 4.2603 1.6109 -4.1141
C9 3.4400 1.0299 -3.1457
C10 2.1564 0.5876 -3.4879
C11 1.6935 0.7395 -4.7944
C12 2.5249 1.3068 -5.7689
C13 0.3233 0.3220 -5.1553
O1 -0.0828 0.4518 -6.3035
C14 -0.5528 -0.2457 -4.1111
C15 -1.8732 -0.5921 -4.4260
C16 -2.7044 -1.1420 -3.4477
C17 -2.2180 -1.3558 -2.1582
C18 -0.9047 -1.0065 -1.8403
C19 -0.0737 -0.4412 -2.8166
C20 1.3024 -0.0420 -2.4611
O2 1.7292 -0.2252 -1.3269
H12 4.4491 2.1848 -6.1833
H13 5.2544 1.9605 -3.8444
H14 3.8030 0.9273 -2.1243
H15 2.1754 1.4162 -6.7941
H16 -2.2598 -0.4314 -5.4311
H17 -3.7310 -1.4054 -3.6930
H18 -2.8630 -1.7909 -1.3979
H19 -0.5335 -1.1717 -0.8303

## Properties
Charge: +1
Max |F| (Eh/bohr): 0.1057
Frontier orbital gap (Ha): 0.2908
LUMO energy (eV): -3.66

---

[3]
A single C20H19FN2O3S molecule, computed with ωB97M-V with the def2-TZVPD basis set.

CARTESIAN COORDINATES (ANGSTROEM)
C1 1.7879 -0.5063 -2.5287
N1 0.9270 0.6486 -2.6449
C2 0.6166 1.0481 -4.0033
C3 -0.2903 0.0677 -4.7021
C4 -1.2393 -0.6576 -3.9912
C5 -2.0812 -1.5435 -4.6400
C6 -1.9968 -1.7183 -6.0106
C7 -1.0512 -0.9877 -6.7056
F1 -0.9520 -1.1458 -8.0427
C8 -0.1954 -0.1035 -6.0765
C9 0.4357 1.3811 -1.6304
O1 -0.2405 2.3798 -1.8023
C10 0.7335 0.8834 -0.2128
N2 0.0277 -0.3568 0.0196
S1 0.7097 -1.4318 1.0983
O2 2.0780 -1.5782 0.6938
O3 -0.1472 -2.5772 1.1122
C11 0.6345 -0.6028 2.6788
C12 1.7206 0.1743 3.0948
C13 1.6416 0.8553 4.2777
C14 0.4792 0.7812 5.0770
C15 0.3707 1.4726 6.3019
C16 -0.7626 1.3766 7.0603
C17 -1.8409 0.5857 6.6317
C18 -1.7700 -0.0968 5.4497
C19 -0.6147 -0.0182 4.6440
C20 -0.5063 -0.7067 3.4174
H1 1.7313 -0.9634 -1.5461
H2 1.4795 -1.2477 -3.2668
H3 2.8249 -0.2232 -2.7341
H4 1.5472 1.1672 -4.5681
H5 0.1174 2.0215 -3.9402
H6 -1.3144 -0.5280 -2.9223
H7 -2.8103 -2.1032 -4.0747
H8 -2.6431 -2.4020 -6.5370
H9 0.5294 0.4431 -6.6599
H10 1.7959 0.6735 -0.0828
H11 0.4320 1.6754 0.4849
H12 -0.9683 -0.2619 0.1351
H13 2.6026 0.1978 2.4752
H14 2.4695 1.4585 4.6200
H15 1.2021 2.0794 6.6299
H16 -0.8371 1.9086 7.9969
H17 -2.7268 0.5217 7.2456
H18 -2.5942 -0.7084 5.1136
H19 -1.3122 -1.3321 3.0645

## Properties
Charge: 0
Relative energy (zero: lowest compared OMol25 entry of this formula, charge and spin) (kJ/mol): 57.7
Max |F| (Eh/bohr): 0.0183
Frontier orbital gap (Ha): 0.3220
SMILES: CN(Cc1cccc(F)c1)C(=O)CNS(=O)(=O)c1ccc2ccccc2c1
LUMO energy (eV): -0.17

---

[4]
A single C20H19FN4O5 molecule, computed with ωB97M-V with the def2-TZVPD basis set.

CARTESIAN COORDINATES (ANGSTROEM)
C1 -0.3701 6.3458 2.4141
N1 -0.1999 5.0799 1.7297
C2 -0.7767 3.8935 2.1870
O1 -1.5880 3.9558 3.1030
C3 -0.4891 2.6122 1.5532
C4 -1.2717 1.4848 1.8256
O2 -2.2578 1.5610 2.7343
C5 -0.9941 0.2176 1.1170
N2 -1.8283 -0.8145 1.2938
C6 -1.6508 -1.9583 0.6106
C7 -0.5746 -2.0949 -0.3130
C8 -0.3633 -3.3807 -1.1181
C9 -0.2773 -4.5231 -0.1781
C10 -1.2311 -5.5729 -0.1729
C11 -1.2231 -6.5807 0.8216
C12 -0.2154 -6.6024 1.7609
F1 -0.1707 -7.5742 2.7181
C13 0.7554 -5.5905 1.7501
C14 0.7391 -4.5557 0.8208
C15 0.3122 -1.0382 -0.4774
C16 0.1351 0.1531 0.2275
N3 0.9742 1.2557 0.0894
C17 2.1577 1.1906 -0.7617
C18 1.8693 1.2928 -2.2604
O3 1.9208 0.2927 -2.9543
N4 1.5934 2.5307 -2.8229
O4 1.5952 2.7363 -4.2315
C19 0.3451 2.5063 -4.8521
C20 0.5117 2.5049 0.5285
O5 1.0337 3.4929 0.0354
H1 -0.2001 6.2365 3.4877
H2 0.3865 7.0173 2.0211
H3 -1.3662 6.7409 2.2624
H4 0.5383 5.0029 1.0269
H5 -2.1439 2.4658 3.1537
H6 -2.3777 -2.7932 0.7337
H7 0.5355 -3.2912 -1.7373
H8 -1.1441 -3.4994 -1.8741
H9 -2.0381 -5.5461 -0.9204
H10 -1.9354 -7.4100 0.8229
H11 1.5192 -5.6828 2.5186
H12 1.4848 -3.7536 0.8280
H13 1.1052 -1.2191 -1.1760
H14 2.6808 0.2623 -0.5680
H15 2.8341 1.9983 -0.5329
H16 1.6104 3.3514 -2.2024
H17 -0.3377 3.3297 -4.5419
H18 -0.1133 1.5333 -4.5333
H19 0.5008 2.4368 -5.9467

## Properties
Charge: 0
Max |F| (Eh/bohr): 0.0558
Frontier orbital gap (Ha): 0.3105
SMILES: CNC(=O)c1c(O)c2ncc(Cc3ccc(F)cc3)cc2n(CC(=O)NOC)c1=O
LUMO energy (eV): -0.46

---

[5]
A molecular structure, C20H19FeIN2, computed with ωB97M-V with the def2-TZVPD basis set.

CARTESIAN COORDINATES (ANGSTROEM)
C1 2.5932 2.9444 0.0873
C2 3.3120 1.7922 -0.6263
H1 1.8120 3.3874 -0.5251
H2 3.2990 3.7408 0.3447
H3 2.1083 2.6022 0.9962
H4 2.6566 1.1865 -1.2636
H5 4.1326 2.1632 -1.2554
H6 3.7409 1.1064 0.1088
C3 -2.6948 1.2059 -1.3159
C4 -3.8836 1.0731 -2.0274
C5 -4.0097 0.0341 -2.9604
C6 -2.9540 -0.8583 -3.1229
H7 -2.5380 1.9776 -0.5625
H8 -4.6974 1.7827 -1.8547
H9 -4.9113 -0.0993 -3.5495
H10 -2.9970 -1.7031 -3.8125
N1 -1.6311 0.4016 -1.5608
C7 -1.7802 -0.6801 -2.3903
C8 -0.6111 -1.5537 -2.4651
N2 0.4977 -1.0956 -1.7909
C9 1.5615 -1.9183 -1.6526
C10 0.5255 -3.5914 -3.0559
C11 1.5978 -3.1733 -2.2539
H11 2.3927 -1.5414 -1.0589
H12 2.4663 -3.8168 -2.1148
C12 -0.5887 -2.7612 -3.1683
H13 -1.4545 -3.0099 -3.7789
H14 0.5308 -4.5435 -3.5897
Fe1 0.2427 0.8933 -1.2020
I1 0.4134 2.7426 -2.8540
C13 0.4230 0.9810 0.5996
C14 0.3209 0.6781 1.7999
C15 0.1146 0.2970 3.1371
C16 -1.0210 0.7159 3.8630
C17 -1.0831 0.4596 5.2316
C18 -0.0254 -0.2022 5.8759
C19 1.0363 -0.7330 5.1278
C20 1.1171 -0.4799 3.7554
H15 -1.8246 1.2617 3.3545
H16 -1.9512 0.7995 5.8042
H17 -0.0213 -0.2881 6.9635
H18 1.8224 -1.3271 5.5938
H19 1.9610 -0.8509 3.1690

## Properties
Charge: 0
Spin multiplicity: 5
Max |F| (Eh/bohr): 0.1013
Frontier orbital gap (spin up / spin down) (Ha): 0.2433 / 0.2474
LUMO energy (spin up / spin down) (eV): -0.95 / -1.08